No. 1
Computed, not measured: a cluster of 7 separate species, C44H70NO23 in total, with wB97M-V/def2-TZVPD.

Structure (XYZ):
```
138
Properties=species:S:1:pos:R:3:forces:R:3
O -9.573 0.930 3.516 1.1 2.1 -1.0
O 0.795 -3.687 6.098 -1.5 1.3 1.6
O -6.662 -0.304 0.029 1.3 -0.5 0.1
O -8.980 3.117 3.832 -0.3 -1.1 -0.5
O -8.009 4.680 -1.449 0.5 -2.2 -1.3
O -2.345 -3.077 1.750 1.2 0.9 1.8
O 2.256 -1.891 -7.249 -2.8 0.1 0.7
O -8.756 2.999 -2.809 0.6 0.6 0.7
O -4.539 -1.154 -0.008 -2.3 0.0 0.6
O 9.606 0.877 2.119 -5.5 6.8 1.4
O -1.039 -3.661 7.465 0.9 0.3 -0.7
O 0.133 -1.041 -7.212 0.9 -0.5 0.3
O -6.578 3.079 -2.239 -0.7 0.7 0.2
O -0.882 0.219 1.460 3.7 -2.4 -1.9
O -6.174 -2.122 1.266 1.0 0.7 -1.0
O 0.350 -1.887 7.437 0.1 -0.9 -0.5
O -4.100 2.503 6.525 2.4 0.1 -1.7
O 0.621 -2.859 -5.975 0.5 0.5 -0.7
O -8.613 2.146 1.833 -0.3 -0.6 0.9
O 8.376 2.997 1.579 0.5 -3.5 1.5
O 2.954 -3.594 0.710 -1.9 3.4 -1.5
O -2.501 1.528 5.212 -0.4 0.5 0.5
O -2.444 3.753 5.561 -0.6 -0.7 0.2
N 3.348 -1.205 -0.189 -3.9 1.9 2.1
C -2.015 -0.649 1.130 -2.2 -1.1 -1.1
C -7.888 -0.813 0.520 -1.5 0.3 -0.1
C -9.097 1.973 3.097 -1.0 -1.7 1.1
C -1.862 -1.489 3.771 -0.4 -0.3 1.1
C -6.794 1.836 -2.880 0.7 -1.0 -0.1
C -8.366 3.530 1.673 0.3 0.9 -1.0
C -1.423 -2.816 8.533 -0.8 -0.2 0.9
C 4.289 -3.505 -5.803 -0.2 0.2 -1.0
C -7.800 3.674 -2.107 -0.5 2.0 1.2
C -1.233 3.403 4.919 0.9 0.7 -0.1
C -7.465 -1.692 1.652 -0.9 -0.3 1.0
C 4.018 -6.601 -4.434 -1.4 -0.4 -0.3
C 0.403 -0.310 0.978 2.5 -0.1 -0.8
C -8.185 4.011 3.076 0.5 1.0 0.3
C -0.793 -1.508 8.181 -0.3 1.1 0.5
C 0.966 -1.837 1.178 2.0 3.5 -2.1
C -3.103 2.587 5.828 -2.3 0.0 1.7
C -5.690 -1.190 0.394 1.4 -0.1 -0.5
C 1.393 0.781 0.193 2.1 -3.2 0.2
C -1.093 -1.549 -6.720 -1.1 0.3 -0.3
C 8.779 1.899 2.475 3.8 -4.9 -0.7
C -0.671 -2.429 -5.588 -0.7 -0.4 0.8
C 2.838 -5.806 -5.299 0.0 -0.8 -0.6
C 2.844 0.229 -0.343 -3.3 -0.6 1.9
C -8.083 2.043 -3.607 -0.4 -0.6 -0.9
C 2.943 3.903 -0.966 -0.4 -0.1 -0.3
C -2.501 -1.685 2.288 -1.0 -0.1 0.3
C 7.947 2.506 0.257 -1.3 -1.2 -0.9
C 3.791 4.572 -2.203 0.0 1.5 1.2
C 2.463 -2.187 0.548 -1.7 0.2 0.1
C 5.222 5.132 -1.552 -0.2 -0.2 0.8
C 1.105 -1.927 -6.847 2.2 0.1 -1.1
C -1.531 2.062 4.330 0.5 -0.5 -0.8
C 6.403 3.977 -1.508 0.0 -0.3 -0.4
C 8.284 1.846 4.071 0.6 0.9 -0.2
C 4.450 -2.621 -2.006 0.1 -0.3 -0.2
C 6.485 3.186 -0.074 -0.7 0.0 -0.1
C 1.644 3.000 -1.442 1.0 -0.1 0.3
C 0.999 2.358 -0.054 -1.3 -0.5 -0.6
C 3.538 -2.688 -4.595 -0.2 0.8 0.0
C 3.447 -4.770 -6.417 0.2 -0.5 -0.4
C 0.097 -3.127 6.927 1.3 -1.1 -1.5
C 4.702 -1.516 -0.800 1.2 -0.8 -1.3
C 4.609 -1.985 -3.525 -0.1 -0.9 -0.4
H 8.890 2.700 4.626 -1.5 -1.6 -1.2
H 0.298 -2.610 1.755 1.7 1.5 -1.4
H 3.509 -6.878 -3.401 1.5 0.6 -1.9
H -5.968 1.600 -3.557 0.0 0.2 0.2
H -1.033 -3.230 9.469 0.0 0.0 -0.1
H 0.838 3.628 -2.048 1.8 -1.2 1.6
H 2.608 -4.416 -7.185 1.8 -0.7 1.9
H -0.434 3.363 5.667 -0.1 0.0 -0.1
H 2.504 4.719 -0.215 1.2 -1.5 -1.8
H 4.212 -5.403 -7.075 -1.6 1.3 1.4
H 5.699 2.305 -0.126 1.5 1.7 0.2
H 5.564 6.133 -2.060 -0.6 -2.2 0.8
H 3.705 3.267 -0.324 -1.7 1.0 -1.2
H 2.033 -5.323 -4.589 1.7 -0.7 -1.4
H -8.385 -1.371 -0.280 0.1 0.0 0.0
H 2.264 -6.665 -5.895 1.1 2.0 1.2
H -8.542 0.000 0.847 0.3 -0.1 -0.1
H 5.686 -2.245 -3.904 -2.0 0.8 0.7
H -0.647 1.419 4.290 -0.2 0.0 0.1
H 6.107 3.167 -2.331 0.9 1.8 1.6
H -7.388 -1.147 2.599 -0.1 0.0 -0.1
H -8.134 -2.546 1.788 0.3 0.1 0.0
H -0.182 2.409 -0.182 2.5 -0.4 0.5
H 3.959 3.855 -3.122 -0.3 1.4 1.9
H -9.231 3.989 1.182 0.1 -0.1 0.0
H -1.282 -2.460 4.152 -1.2 2.0 -1.0
H 8.605 0.836 4.601 -0.6 2.1 -1.7
H -1.339 -3.283 -5.453 0.3 0.0 0.0
H -1.965 2.133 3.327 0.1 0.0 0.1
H 2.934 -1.799 -5.101 1.4 -2.0 1.1
H -1.438 -0.890 7.547 0.0 -0.1 0.0
H 5.166 -0.547 -1.319 -1.5 -1.9 1.4
H 8.716 2.683 -0.608 -1.3 0.0 1.9
H 6.097 3.898 0.801 1.2 -1.5 -1.8
H 4.210 -7.631 -4.992 -0.1 2.3 1.2
H -0.593 -1.884 -4.642 0.0 0.0 -0.1
H 3.190 5.542 -2.544 1.2 -2.2 0.4
H 5.004 5.405 -0.412 0.3 -0.4 -2.5
H 7.131 2.006 4.198 2.3 -0.1 -0.4
H -1.839 -3.645 2.408 -1.1 1.2 -1.0
H 3.344 -3.064 -1.952 2.5 1.0 0.2
H -7.478 3.698 1.058 -0.2 -0.2 0.0
H 5.000 -5.974 -4.324 -2.0 -1.3 -0.1
H 4.443 -2.733 -6.700 -0.3 -1.7 2.0
H 5.361 -3.901 -5.536 -2.1 0.8 0.0
H -3.682 -1.545 2.398 2.7 -0.3 -0.4
H -2.766 -1.315 4.531 2.1 -0.4 -1.6
H -1.145 -0.580 3.918 -1.3 -1.8 -0.6
H -1.590 -2.108 -7.520 0.1 0.0 0.1
H -2.941 0.049 0.854 2.4 -1.3 0.8
H 5.219 -3.517 -1.835 -1.8 2.0 -0.5
H -7.146 3.933 3.414 -0.1 0.0 0.0
H -6.864 1.053 -2.118 0.0 0.1 -0.1
H -8.525 5.042 3.211 0.0 -0.3 0.1
H -2.512 -2.749 8.602 0.2 -0.2 -0.1
H -8.668 1.123 -3.686 0.0 0.3 0.1
H -1.747 -0.736 -6.394 0.2 0.0 -0.2
H 4.441 -0.825 -3.573 0.4 -2.2 0.4
H 2.361 -4.219 0.172 1.0 1.5 1.0
H 7.777 1.332 0.311 0.6 2.5 0.0
H 2.026 2.168 -2.200 -0.9 1.6 1.7
H 5.512 -1.867 -0.011 -2.1 0.6 -1.4
H 2.712 -3.329 -4.021 2.0 1.2 -1.2
H -7.936 2.460 -4.609 0.0 0.0 0.1
H 1.244 3.030 0.894 -0.2 -1.6 -2.0
H 3.542 1.008 -0.892 -1.4 -2.1 1.3
H 7.479 4.419 -1.765 -2.4 -0.9 0.5
H -0.507 -0.932 9.065 0.1 -0.1 -0.2
H -0.970 4.142 4.158 -0.2 0.0 0.2
H -1.825 -1.301 0.147 -0.2 1.5 2.2
```
Forces are in eV/Å.

Results
Kohn-Sham gap: 7.866 eV
Total charge: +1

---

No. 2
Computed, not measured: an isolated molecule of C10H10N2O3, with wB97M-V/def2-TZVPD.

Structure (XYZ):
```
25
Properties=species:S:1:pos:R:3:forces:R:3
O 2.900 -0.750 0.047 0.1 0.5 0.2
O -2.783 0.957 -2.009 -0.2 0.2 0.0
O 3.190 2.114 0.356 0.2 0.2 -0.3
N -3.535 -0.341 -0.328 -0.3 0.1 -0.2
N -2.305 -0.856 1.580 0.0 -0.7 0.6
C 1.171 1.027 -0.669 1.3 0.2 0.4
C 2.505 -2.007 -0.460 -0.1 -0.2 -0.1
C -3.275 -1.076 0.801 0.0 0.0 0.1
C 2.018 1.485 0.506 -0.4 -0.6 0.3
C -0.241 1.027 -0.894 -2.1 -0.6 0.4
C -2.580 0.474 -0.916 0.2 -0.1 -0.6
C -1.443 0.185 1.257 -0.2 1.1 -0.3
C 1.831 0.057 0.397 0.0 0.0 -0.4
C -1.025 1.097 2.113 0.8 -0.6 0.5
C -1.304 0.562 -0.167 0.9 0.3 -1.0
H -3.966 -1.877 1.026 -0.1 -0.1 0.0
H -0.526 1.352 -1.890 -0.1 -0.1 0.0
H 1.735 1.174 -1.588 0.1 -0.2 0.1
H -4.374 -0.500 -0.871 0.2 0.0 0.1
H 1.915 -2.561 0.278 0.1 0.0 0.0
H 1.069 -0.433 1.000 0.0 0.1 0.1
H 3.933 1.507 0.496 -0.1 0.0 0.1
H -0.242 1.825 1.993 -0.2 0.5 0.1
H 1.911 -1.891 -1.373 0.0 0.0 0.0
H 3.419 -2.550 -0.686 0.0 -0.1 0.0
```
Forces are in eV/Å.

Results
Kohn-Sham gap (spin up / spin down): 7.586 / 7.490 eV
Energy relative to the best compared isomer or geometry (same formula, charge and spin): 297.2 kJ/mol
Total charge: 0
2S+1: 3
⟨S²⟩: 2.03

---

- total charge of number 2 (C10H10N2O3)?
  0

---

- The highest total charge belongs to which entry?
  C44H70NO23

---

- total charge of number 2 (C10H10N2O3)?
  0

---

- Which of these has the highest total charge?
  C44H70NO23